No. 1
Below is a structure of composition C17H14MnN2S6Te, with properties calculated with ωB97M-V/def2-TZVPD.

Element x y z (Å)
Mn -0.0539 -0.9786 0.2098
N 2.1635 -0.5902 0.3250
C 2.3426 0.8526 0.2305
C 3.5539 1.4626 0.3500
C 3.6670 2.8700 0.2452
C 2.5607 3.6332 0.0208
C 1.2887 3.0252 -0.1060
C 0.1009 3.7593 -0.3341
C -1.0838 3.0995 -0.4619
C -1.0932 1.6966 -0.3603
N -0.0141 0.9865 -0.1220
C 1.1859 1.6296 0.0010
H 2.6281 -1.0395 -0.4607
H 2.6213 -0.9314 1.1653
H 4.4404 0.8640 0.5261
H 4.6398 3.3332 0.3424
H 2.6380 4.7100 -0.0681
H 0.1493 4.8394 -0.4101
H -2.0120 3.6222 -0.6467
H -2.0107 1.1377 -0.4954
C -4.9096 -2.8159 -0.4862
S -3.5303 -2.5853 0.6424
C -3.7726 -1.0138 1.1911
C -2.7448 -0.3944 1.9440
S -1.2294 -1.0809 2.2376
S -3.1534 1.1391 2.5891
C -4.7331 1.3041 1.8769
S -5.6711 2.6020 2.0469
S -5.2056 -0.0987 0.9463
H -4.8263 -3.8432 -0.8345
H -4.8071 -2.1318 -1.3282
H -5.8688 -2.6910 0.0146
Te -1.0116 -1.7083 -2.1083
C -0.5910 -3.4320 -1.0024
C 0.4376 -3.5610 -0.0979
C 0.4371 -4.8140 0.6049
C -0.5825 -5.6137 0.2159
S -1.5438 -4.8543 -0.9928
H 1.2737 -2.8730 -0.0515
H 1.1755 -5.1011 1.3409
H -0.8102 -6.6137 0.5545

Force components x, y, z for each atom (eV/Å):
Mn 0.2 -0.4 -0.8
N -0.1 0.3 0.1
C 0.0 -0.1 0.0
C 0.2 0.1 0.0
C 0.0 -0.1 0.0
C 0.0 0.0 0.0
C 0.0 0.2 0.0
C 0.1 0.1 0.0
C -0.1 -0.1 0.0
C -0.1 0.2 -0.1
N -0.1 0.2 0.0
C 0.0 -0.2 0.0
H 0.0 0.0 0.0
H 0.0 0.0 0.0
H 0.0 0.0 0.0
H 0.0 0.0 0.0
H 0.0 0.0 0.0
H 0.0 0.0 0.0
H 0.0 0.0 0.0
H 0.0 0.0 0.0
C 0.0 0.0 0.0
S 0.0 -0.3 0.0
C 0.2 0.3 0.2
C -0.3 -0.1 -0.3
S 0.0 -0.2 0.9
S 0.0 0.2 0.1
C 0.1 -0.1 0.0
S -0.1 0.2 0.0
S -0.1 0.0 -0.1
H 0.0 0.0 0.0
H 0.0 0.0 0.0
H 0.0 0.0 0.0
Te 0.1 0.1 -0.1
C 0.1 -0.1 0.0
C 0.1 -0.1 0.1
C 0.0 0.3 0.0
C -0.1 0.0 0.0
S -0.2 -0.1 0.0
H 0.1 0.0 0.0
H 0.0 0.0 0.0
H 0.0 0.1 0.0

Values from the calculation:
Energy above the lowest of the compared OMol25 structures with the same formula, charge and spin = 0.00 kJ/mol
2S+1 = 5
Net charge = +1



No. 2
Below is a cluster of 2 separate species, C31H27F6N2O in total in a non-equilibrium geometry, with properties calculated with ωB97M-V/def2-TZVPD.

Element x y z (Å)
F -1.5824 3.3140 5.0713
C -0.2195 3.3523 5.1719
F 0.2141 4.4719 4.5103
F 0.0748 3.5221 6.5013
C 0.4293 2.1276 4.6014
C 1.7629 2.2020 4.2067
C 2.3323 1.0769 3.6211
C 1.5860 -0.0736 3.3786
C 2.2073 -1.1235 2.4948
C 1.8711 -2.5892 2.5161
C 0.7947 -3.2028 3.1669
C 0.3716 -4.4701 2.7582
C 1.0524 -5.1358 1.7617
C 0.4913 -6.4524 1.2960
F 0.9438 -6.8379 0.0700
F 0.8237 -7.4486 2.1822
F -0.8795 -6.4364 1.2224
C 2.2390 -4.6184 1.2231
C 2.6261 -3.3352 1.6033
C 0.2585 -0.1255 3.7972
C -0.3211 0.9584 4.4787
H 2.3526 3.1064 4.3332
H 3.3659 1.1011 3.2944
H 3.2982 -0.9771 2.4593
H 0.2367 -2.7408 3.9777
H -0.5477 -4.8886 3.1704
H 2.7996 -5.1598 0.4688
H 3.5021 -2.8679 1.1334
H -0.3598 -0.9996 3.5952
H -1.3363 0.8681 4.8699
C 1.8115 0.5394 -3.3498
N 0.5107 -0.0226 -3.0558
C -0.5048 0.5147 -2.2971
H 1.9146 -0.8427 1.4940
C -0.7492 1.9604 -1.9625
C -0.2804 2.5598 -0.7595
C -0.4345 3.9093 -0.4741
C -1.1460 4.7562 -1.3668
O -1.3795 6.0562 -0.9885
C -2.1182 6.9309 -1.8981
C -1.6345 4.1761 -2.5681
C -1.4872 2.8102 -2.8372
N -1.3453 -0.5426 -2.0306
C -2.4047 -0.6037 -1.0588
C -1.0167 -1.6478 -2.8328
C 0.1585 -1.3153 -3.4946
C 0.5088 -1.9140 -4.7107
C -0.5339 -2.5811 -5.3739
C -1.7335 -2.8945 -4.7141
C -1.9085 -2.5802 -3.3560
H 2.1586 0.0885 -4.2810
H 1.7486 1.6256 -3.4367
H 2.5311 0.2728 -2.5541
H 0.2182 1.9114 -0.0438
H -0.0233 4.3274 0.4405
H -2.1219 7.9163 -1.4267
H -1.6154 6.9680 -2.8744
H -3.1454 6.5626 -2.0244
H -2.1654 4.8266 -3.2783
H -1.9553 2.4115 -3.7492
H -3.1861 -1.2645 -1.4389
H -2.0373 -1.0202 -0.1082
H -2.7924 0.3977 -0.8883
H 1.4995 -1.7804 -5.1465
H -0.4365 -2.8232 -6.4347
H -2.5424 -3.3506 -5.2823
H -2.7500 -2.9557 -2.7734

Force components x, y, z for each atom (eV/Å):
F 1.1 0.1 0.1
C -0.3 0.7 0.6
F -0.5 -0.7 0.7
F -0.3 0.0 -1.2
C -0.4 0.1 0.3
C 0.0 -0.6 -0.2
C 0.0 0.3 0.1
C -0.2 -0.2 0.0
C 0.4 0.4 0.2
C -0.1 -0.3 0.1
C 0.1 -0.2 -0.1
C -0.1 0.5 0.2
C 0.3 -0.4 -0.5
C -0.2 -1.0 0.1
F -0.3 0.4 0.9
F -0.4 0.7 -0.9
F 1.1 0.0 0.1
C -0.4 0.4 0.2
C -0.1 -0.5 -0.3
C -0.4 0.3 0.5
C 0.6 -0.4 -0.6
H -0.2 -0.1 0.0
H 0.0 0.1 0.1
H -0.3 -0.2 0.3
H 0.3 0.1 -0.3
H 0.4 0.0 0.0
H -0.1 0.0 0.1
H -0.4 -0.3 0.2
H 0.2 0.4 0.1
H 0.3 0.3 -0.2
C 0.4 0.3 0.1
N -0.9 0.3 0.5
C 0.2 -2.0 -0.1
H -0.2 0.3 -0.6
C -0.2 0.9 0.5
C 0.1 -0.5 -0.7
C -0.4 0.3 -0.4
C -0.3 -0.2 -0.1
O 0.2 -0.9 -0.8
C 0.3 -0.7 0.2
C -0.1 0.4 0.4
C 0.5 -0.4 0.0
N 0.9 0.8 -0.4
C -0.5 0.2 0.5
C 0.4 1.1 -0.3
C -0.6 0.7 0.3
C -0.4 -0.4 -0.7
C 1.0 0.4 0.3
C -0.1 0.0 1.1
C -0.5 -0.6 -1.0
H 0.0 0.3 0.1
H 0.0 -0.2 -0.1
H -0.4 0.1 -0.3
H 0.1 0.2 0.0
H -0.2 -0.1 -0.1
H 0.1 -0.3 -0.1
H -0.1 0.1 0.3
H 0.2 0.1 0.1
H 0.2 -0.6 0.3
H 0.4 0.2 0.4
H 0.0 0.3 0.1
H 0.0 0.2 -0.3
H -0.1 0.0 0.0
H -0.5 0.1 -0.2
H 0.2 -0.2 0.5
H 0.3 -0.2 0.3
H 0.0 0.3 -0.4

Values from the calculation:
Net charge = +1
DFT total energy = -1981.22469 Eh



No. 3
Below is a structure of composition C5H8N2 in a non-equilibrium geometry, with properties calculated with ωB97M-V/def2-TZVPD.

Element x y z (Å)
C 1.3089 -0.4886 -0.8496
C 0.6823 0.3040 0.2820
C -0.6928 1.7907 -0.1383
N -1.5817 0.6751 -0.0183
C -0.7121 -0.1975 0.7604
C -0.9501 -1.6431 0.5729
N -1.1040 -2.7756 0.3941
H 0.6184 -0.5752 -1.6973
H 2.2279 -0.0129 -1.2043
H 1.5492 -1.5027 -0.5106
H 1.3823 0.5341 1.0882
H 0.4486 1.3691 -0.4412
H -0.5466 2.2185 0.8650
H -1.7887 0.2785 -0.9303
H -0.8414 0.0256 1.8274

Force components x, y, z for each atom (eV/Å):
C 0.0 0.0 -0.1
C 0.1 -0.2 0.1
C -0.1 0.1 0.2
N 0.0 -0.1 -0.1
C 0.0 0.0 0.1
C -0.1 -0.9 -0.2
N 0.1 1.1 0.2
H 0.1 0.0 0.1
H -0.1 -0.1 0.1
H 0.0 0.1 0.0
H -0.1 0.0 -0.1
H 0.1 0.0 0.0
H 0.0 0.0 -0.1
H 0.0 0.0 0.1
H 0.0 0.0 -0.2

Values from the calculation:
Energy above the lowest of the compared OMol25 structures with the same formula, charge and spin = 471.86 kJ/mol



No. 4
Below is a cluster of 7 separate species, C8H28Cl2O6 in total in a non-equilibrium geometry, with properties calculated with ωB97M-V/def2-TZVPD.

Element x y z (Å)
Cl -1.1111 3.9925 0.6743
C 0.6716 3.8884 0.4923
C 1.2091 4.8936 -0.4856
Cl 0.5446 4.6224 -2.1216
H 0.9745 2.8740 0.2418
H 1.0063 4.0865 1.5096
H 2.2864 4.7687 -0.5817
H 0.9906 5.9168 -0.1951
C 2.8762 0.3447 -0.1779
O 2.7111 0.2990 1.2457
H 1.9411 0.6477 -0.6373
H 3.6691 1.0618 -0.4035
H 3.1764 -0.6431 -0.5322
H 3.5654 0.4122 1.6672
C -4.1194 0.8092 2.3382
O -4.3982 0.1338 1.1387
H -5.0155 0.8715 2.9609
H -3.4124 0.2867 2.9979
H -3.7296 1.8083 2.1233
H -3.6128 -0.3514 0.8506
C -0.9676 0.2414 -0.1113
O -1.8517 -0.7903 0.3257
H -0.3164 0.5472 0.7110
H -0.3625 -0.1307 -0.9376
H -1.5526 1.1110 -0.4143
H -1.7797 -1.5535 -0.2529
C 0.3927 -3.0430 2.3462
O 0.9513 -4.2198 2.9119
H -0.2628 -3.3192 1.5170
H -0.1784 -2.4990 3.0963
H 1.1432 -2.4290 1.8344
H 1.4918 -3.9625 3.6625
C 0.2381 1.1856 -2.8572
O 0.5758 -0.1745 -2.6858
H 0.9539 1.6985 -3.5083
H -0.7554 1.3455 -3.2909
H 0.2514 1.7034 -1.9013
H 0.9248 -0.5256 -3.5075
C 0.5233 -4.4204 -1.7084
O -0.6425 -3.5992 -1.8007
H 1.3430 -3.8561 -2.1397
H 0.7305 -4.5830 -0.6461
H 0.3659 -5.3798 -2.1997
H -1.4396 -4.0706 -1.5486

Force components x, y, z for each atom (eV/Å):
Cl 0.1 -0.2 -0.3
C -0.3 0.0 0.7
C 0.1 -0.1 -0.1
Cl 0.0 0.1 0.0
H -0.3 -0.1 -0.1
H 0.4 0.1 -0.2
H 0.0 0.0 0.1
H -0.1 0.0 0.0
C 0.7 -0.1 0.8
O -0.5 0.1 -0.1
H 0.0 -0.1 0.0
H -0.1 0.0 -0.4
H -0.1 0.0 -0.3
H 0.0 -0.1 -0.1
C 0.2 -0.1 0.5
O -0.4 -0.3 0.0
H -0.2 0.2 -0.4
H 0.2 0.0 -0.4
H 0.0 0.1 0.2
H 0.2 0.2 0.0
C 0.0 -0.2 -0.1
O -0.2 -0.2 0.4
H 0.0 -0.1 0.1
H -0.1 0.1 0.3
H 0.0 0.0 -0.1
H 0.2 0.1 -0.1
C 0.1 -0.1 -0.6
O 0.0 -0.1 -0.2
H -0.2 -0.3 0.4
H 0.0 0.3 -0.2
H 0.1 0.2 0.5
H 0.0 0.0 0.0
C 0.1 0.7 -0.7
O 0.1 -0.1 0.0
H 0.0 0.0 0.1
H 0.0 -0.3 0.1
H 0.1 -0.2 0.1
H -0.1 0.0 -0.1
C -0.8 0.2 0.8
O 0.0 0.5 -0.3
H 0.0 -0.1 -0.2
H 0.3 -0.2 -0.1
H 0.2 0.0 -0.2
H 0.2 -0.3 0.0

Values from the calculation:
DFT total energy = -1693.30491 Eh